No. 1
Below is a single C6H7N molecule, with properties calculated with the ωB97M-V functional and the def2-TZVPD basis.

Last column: natural (NBO) charge in e.
Geometry (Å):
C  0.075  1.603  0.889  -0.696
C  0.372  0.155  0.889  0.103
C  -0.480  -1.301  -0.434  -0.494
C  -1.639  -0.466  -0.714  0.259
N  -2.511  0.274  -0.914  -0.325
C  1.046  -0.494  -0.147  -0.248
C  2.100  -0.460  -0.922  -0.271
H  0.888  2.158  0.408  0.250
H  -0.840  1.772  0.295  0.276
H  -0.125  1.976  1.897  0.238
H  -0.053  -0.449  1.689  0.202
H  -0.185  -1.808  -1.349  0.285
H  -0.718  -2.047  0.327  0.255
H  2.072  -0.913  -1.914  0.166

Summary:
- Net charge: 0
- E_LUMO (spin up / spin down): -0.038 / -0.039 Eh

***

No. 2
Below is a single C6H7N molecule, with properties calculated with the ωB97M-V functional and the def2-TZVPD basis.

Last column: natural (NBO) charge in e.
Geometry (Å):
C  -0.045  -1.796  -1.249  -0.292
C  0.668  -1.911  -0.103  -0.048
N  0.656  -0.708  0.593  -0.526
C  0.024  0.219  -0.229  0.083
C  -0.371  -0.413  -1.392  -0.268
C  -0.151  2.198  1.358  -0.413
C  -0.372  1.554  0.216  -0.192
H  -0.422  -2.578  -1.890  0.226
H  0.955  -2.802  0.440  0.204
H  0.457  -0.745  1.575  0.406
H  -0.617  0.090  -2.313  0.223
H  0.059  1.588  2.234  0.180
H  -0.079  3.270  1.450  0.213
H  -0.762  2.034  -0.691  0.202

Summary:
- Net charge: 0
- E_LUMO: 0.036 Eh
- SMILES string: C=Cc1ccc[nH]1

***

No. 3
Below is a molecular structure, C6H7N, with properties calculated with the ωB97M-V functional and the def2-TZVPD basis.

Last column: natural (NBO) charge in e.
Geometry (Å):
C  1.849  -0.333  0.039  -0.482
C  0.398  1.034  -0.298  0.066
C  -0.737  0.286  -1.078  -0.335
C  -1.678  0.390  0.106  -0.252
C  -0.870  -0.852  -0.127  -0.094
N  0.171  -0.449  0.891  -0.257
C  -0.460  0.872  0.932  -0.186
H  2.159  -0.146  -0.998  0.216
H  1.943  -1.408  0.219  0.192
H  2.475  0.229  0.735  0.222
H  -0.945  0.267  -2.147  0.232
H  -2.752  0.526  0.187  0.242
H  -1.162  -1.886  -0.306  0.227
H  -0.391  1.470  1.845  0.210

Summary:
- Net charge: 0
- E_LUMO: 0.031 Eh

***

No. 4
Below is a single C6H7N molecule, with properties calculated with the ωB97M-V functional and the def2-TZVPD basis.

Last column: natural (NBO) charge in e.
Geometry (Å):
C  1.188  -0.279  -0.648  -0.422
C  -0.074  -1.057  -0.347  -0.247
C  -1.250  -0.135  -0.274  -0.261
C  -0.572  -0.695  1.010  -0.075
N  -0.041  0.645  1.359  -0.371
C  0.828  0.996  0.068  -0.097
C  -0.623  1.191  0.137  -0.099
H  1.324  -0.135  -1.723  0.219
H  2.092  -0.745  -0.241  0.218
H  -0.228  -2.071  -0.709  0.238
H  -2.217  -0.293  -0.743  0.232
H  -0.844  -1.399  1.802  0.223
H  1.534  1.821  0.168  0.228
H  -1.117  2.156  0.140  0.213

Summary:
- Net charge: 0
- E_LUMO: 0.041 Eh
- SMILES string: C1[C@@H]2[C@H]3[C@@H]2N2[C@H]3[C@H]12

***

No. 5
Below is a single C6H7N molecule, with properties calculated with the ωB97M-V functional and the def2-TZVPD basis.

Last column: natural (NBO) charge in e.
Geometry (Å):
C  0.429  0.047  1.184  -0.130
C  0.012  -1.262  0.733  -0.179
C  -0.554  -1.488  -0.517  -0.236
C  -0.711  -0.443  -1.471  -0.234
C  -0.290  0.707  -1.138  -0.178
C  0.555  1.057  0.091  -0.104
H  1.899  1.288  1.234  0.362
H  0.102  0.505  2.209  0.205
H  -0.343  -1.764  1.771  0.216
H  -1.183  -2.260  -0.963  0.225
H  -1.416  -0.479  -2.455  0.223
H  -0.224  1.546  -1.892  0.205
H  0.063  2.064  0.585  0.173
N  1.660  0.484  0.630  -0.548

Summary:
- Net charge: 0
- E_LUMO: 0.021 Eh
- SMILES string: C1=C[C@@H]2N[C@@H]2C=C1

***

No. 6
Below is a gas-phase ion, C6H7N2 (charge +1), with properties calculated with the ωB97M-V functional and the def2-TZVPD basis.

Last column: natural (NBO) charge in e.
Geometry (Å):
C  1.386  -1.194  -0.009  0.003
C  1.222  1.210  -0.420  -0.027
C  0.123  -1.665  -0.251  -0.115
C  0.842  2.154  -1.055  -0.195
C  -1.919  -0.327  0.146  0.710
C  1.876  0.124  0.299  -0.571
N  -0.877  -0.793  -0.115  -0.258
N  -2.944  0.349  0.452  -0.763
H  2.054  -1.994  0.106  0.231
H  0.527  3.065  -1.494  0.253
H  -0.249  -2.725  -0.427  0.259
H  1.743  0.405  1.274  0.283
H  2.959  0.153  0.315  0.281
H  -3.275  0.584  1.450  0.475
H  -3.468  0.656  -0.270  0.434

Summary:
- Net charge: +1
- E_LUMO: -0.165 Eh
- SMILES string: C#CC/C=C\N=C=[NH2+]

***

| no. | molecular weight (g/mol) |
| --- | --- |
| 1 | 93.129 |
| 2 | 93.129 |
| 3 | 93.129 |
| 4 | 93.129 |
| 5 | 93.129 |
| 6 | 107.136 |